A cluster of 6 separate species, C18H27N5OS in total, computed with wB97M-V/def2-TZVPD.

Computed properties:
HOMO-LUMO gap (alpha / beta): 0.0666 / 0.3091 Ha
LUMO level (alpha / beta): 2.540 / 2.515 eV
<S²>: 0.75
F_max: 5.10 eV/Å

```
! wB97M-V def2-TZVPD RIJCOSX def2/J DEFGRID3
* xyz -1 2
S -11.27605 -7.16258 -21.51077
O -11.89193 -8.40005 -20.93008
N -13.35747 -9.51292 -17.72841
N -10.44238 -8.21387 -16.70874
N -12.54987 -11.52015 -24.95278
N -6.42379 -8.73724 -21.55063
N -9.48916 -5.06773 -27.47806
C -11.92681 -11.29155 -24.03255
C -13.49355 -8.51539 -15.71589
C -9.48672 -9.13910 -16.53347
C -10.33421 -5.57210 -26.52112
C -4.01865 -9.64129 -21.92781
C -5.34504 -9.13762 -21.79203
C -11.69953 -7.20768 -23.33260
C -13.45482 -8.30101 -17.10909
C -13.25930 -9.81547 -15.46244
C -9.92117 -3.83428 -27.79878
C -9.47863 -7.46905 -21.65521
C -11.14478 -10.89752 -22.85470
C -13.16964 -10.43410 -16.67477
C -8.71008 -7.61497 -18.00368
C -9.96957 -7.21692 -17.56145
C -11.40102 -4.73287 -26.32147
C -11.17218 -3.64053 -27.08703
C -8.39428 -8.79892 -17.29883
H -9.29749 -8.49605 -21.97231
H -3.45088 -9.25238 -22.77308
H -13.66148 -7.66555 -15.07093
H -10.03602 -6.51852 -26.09477
H -12.98352 -10.27728 -14.52591
H -7.40667 -9.23399 -17.34048
H -10.88285 -11.80865 -22.31680
H -9.61770 -9.81979 -15.70528
H -11.34563 -8.26170 -16.25935
H -10.22988 -10.40939 -23.19052
H -10.52212 -6.30947 -17.75545
H -8.03136 -7.03029 -18.60692
H -3.52908 -9.19294 -21.06329
H -12.79706 -11.42844 -16.87194
H -8.65557 -5.55384 -27.77623
H -9.23815 -7.48891 -20.59225
H -11.31965 -8.11384 -23.80448
H -13.08905 -9.67384 -18.68870
H -9.36468 -3.22219 -28.49309
H -11.57062 -6.30419 -23.92859
H -8.94047 -6.83062 -22.35584
H -12.33035 -4.88667 -25.79318
H -4.07728 -10.72970 -21.93286
H -12.77783 -7.35536 -23.27298
H -13.39785 -7.35826 -17.63291
H -11.64996 -10.36303 -22.05020
H -11.74315 -2.73584 -27.23511
*
```

Results of the Mulliken charge analysis, in e, for atoms 1 through 6:
1 S 0.62
2 O -0.61
3 N 0.07
4 N 0.14
5 N -0.35
6 N 1.29